No. 1
{
  "formula": "C22H33BClFN3O12P",
  "method": "ωB97M-V/def2-TZVPD",
  "spin_multiplicity": 1,
  "lumo_energy_ev": -0.56,
  "orbital_gap_ev": 8.18,
  "charge": 0,
  "symbols": ["C", "C", "B", "O", "C", "N", "C", "C", "O", "C", "F", "C", "C", "P", "O", "Cl", "C", "N", "C", "N", "C", "C", "C", "H", "H", "H", "H", "H", "H", "H", "H", "H", "H", "H", "H", "H", "H", "H", "C", "O", "C", "O", "O", "C", "H", "H", "H", "H", "H", "H", "C", "O", "C", "O", "O", "C", "H", "H", "H", "H", "H", "H", "C", "O", "C", "O", "O", "C", "H", "H", "H", "H", "H", "H"],
  "coordinates": [[-0.282, 0.042, 2.872], [-1.689, 0.249, 3.491], [-2.483, 1.420, 2.796], [-3.323, 2.222, 3.549], [-2.340, 1.685, 1.230], [-1.973, 2.880, 0.844], [-1.887, 3.025, -0.511], [-1.523, 4.296, -1.040], [-1.245, 5.335, -0.180], [-1.460, 4.481, -2.402], [-1.150, 5.689, -2.891], [-1.742, 3.447, -3.304], [-2.082, 2.211, -2.803], [-2.475, 0.808, -3.889], [-2.075, 1.428, -5.351], [-0.893, -0.502, -3.456], [-2.164, 1.989, -1.408], [-2.518, 0.747, -0.972], [-2.607, 0.607, 0.315], [-2.991, -0.660, 0.794], [-4.204, -0.986, 0.533], [-5.397, -0.089, 0.696], [-4.481, -2.377, 0.052], [0.408, -0.285, 3.645], [0.083, 1.002, 2.508], [-0.306, -0.677, 2.062], [-1.655, 0.397, 4.569], [-2.271, -0.663, 3.319], [-3.955, 1.642, 3.987], [-2.109, 5.660, 0.098], [-1.716, 3.587, -4.374], [-2.331, 0.758, -5.994], [-5.161, 0.969, 0.618], [-5.812, -0.306, 1.680], [-6.145, -0.333, -0.055], [-4.395, -2.395, -1.032], [-5.510, -2.647, 0.295], [-3.797, -3.072, 0.529], [1.378, 5.994, -1.058], [2.798, 5.898, -1.239], [3.503, 6.759, -0.514], [3.060, 7.578, 0.247], [4.798, 6.561, -0.776], [5.677, 7.427, -0.058], [0.933, 5.247, -1.700], [1.110, 5.789, -0.027], [1.021, 6.978, -1.354], [5.573, 7.278, 1.015], [5.486, 8.468, -0.314], [6.687, 7.164, -0.360], [3.295, -6.781, -2.268], [2.968, -5.673, -3.109], [2.198, -4.751, -2.534], [1.780, -4.785, -1.404], [1.966, -3.789, -3.418], [1.144, -2.722, -2.923], [3.918, -7.446, -2.859], [3.853, -6.451, -1.394], [2.394, -7.311, -1.962], [1.625, -2.232, -2.079], [0.163, -3.095, -2.637], [1.038, -2.014, -3.732], [3.565, -4.719, 1.083], [3.517, -5.616, 2.203], [2.442, -5.475, 2.971], [1.550, -4.685, 2.810], [2.522, -6.366, 3.963], [1.424, -6.325, 4.874], [4.490, -4.938, 0.554], [2.721, -4.877, 0.411], [3.590, -3.685, 1.424], [0.490, -6.547, 4.360], [1.364, -5.354, 5.361], [1.612, -7.090, 5.621]],
  "mulliken_charge": [-1.111, -0.527, 0.455, -0.630, 0.263, -0.498, 0.220, 0.386, -0.535, 0.533, -0.368, -0.589, -0.031, 0.013, -0.453, -0.187, 0.127, -0.111, -0.320, -0.358, 0.996, -1.281, -1.355, 0.386, 0.263, 0.277, 0.435, 0.342, 0.315, 0.249, 0.583, 0.339, 0.353, 0.314, 0.426, 0.280, 0.407, 0.364, -0.537, -0.317, 0.729, -0.542, -0.329, -0.632, 0.180, 0.317, 0.310, 0.292, 0.292, 0.219, -0.499, -0.343, 0.847, -0.628, -0.362, -0.712, 0.234, 0.172, 0.289, 0.348, 0.331, 0.324, -0.525, -0.323, 0.788, -0.543, -0.327, -0.623, 0.236, 0.258, 0.313, 0.289, 0.289, 0.211]
}

No. 2
{
  "formula": "C22H33Cl2GdN4O3",
  "method": "ωB97M-V/def2-TZVPD",
  "spin_multiplicity": 8,
  "lumo_energy_ev": [0.13, -1.68],
  "orbital_gap_ev": [8.02, 6.11],
  "charge": 0,
  "s2": 16.040,
  "symbols": ["O", "C", "C", "C", "H", "C", "H", "C", "H", "C", "H", "C", "H", "H", "C", "C", "H", "H", "H", "C", "C", "H", "H", "H", "H", "Gd", "Cl", "Cl", "H", "H", "C", "C", "N", "H", "C", "O", "H", "H", "H", "H", "H", "H", "C", "C", "N", "H", "C", "O", "H", "H", "H", "H", "N", "C", "C", "C", "C", "C", "N", "H", "H", "H", "H", "H", "H"],
  "coordinates": [[0.835, -0.345, -2.803], [-0.288, 0.279, -2.740], [-0.329, 1.749, -3.153], [0.303, 2.775, -2.449], [0.622, 2.600, -1.420], [0.530, 4.001, -3.091], [1.069, 4.792, -2.573], [0.072, 4.209, -4.399], [0.237, 5.160, -4.917], [-0.652, 3.199, -5.054], [-1.049, 3.334, -6.067], [-0.866, 1.975, -4.416], [-1.408, 1.152, -4.904], [-1.089, -0.292, -3.300], [-2.431, -0.985, -1.242], [-1.599, 0.263, -1.093], [-3.253, -0.772, -1.955], [-2.875, -1.308, -0.271], [-1.873, -1.826, -1.658], [-2.227, 1.444, -0.799], [-3.708, 1.654, -0.593], [-1.667, 2.377, -0.668], [-4.183, 2.155, -1.447], [-3.861, 2.311, 0.270], [-4.299, 0.746, -0.419], [-1.132, 0.117, 1.174], [-0.057, 2.557, 1.369], [-3.360, -0.140, 2.353], [4.560, 1.085, -1.633], [4.578, 1.894, 0.766], [3.483, 1.303, -1.573], [3.489, 1.807, 0.867], [2.992, 0.991, -0.235], [2.939, 0.704, -2.314], [2.205, -0.070, -0.034], [1.427, -0.200, 0.940], [3.233, 1.334, 1.818], [2.280, -0.854, -0.812], [3.334, 2.370, -1.792], [3.060, 2.817, 0.828], [-0.415, -5.534, 1.407], [1.352, -5.652, -0.513], [-0.986, -4.910, 0.711], [0.723, -4.942, -1.059], [-0.072, -4.157, -0.133], [-1.648, -4.241, 1.262], [0.056, -2.841, -0.067], [-0.512, -2.135, 0.816], [1.359, -4.291, -1.660], [0.669, -2.385, -0.863], [-1.572, -5.579, 0.074], [0.078, -5.519, -1.728], [1.168, -1.823, 3.302], [0.494, -0.954, 4.076], [0.376, -1.095, 5.484], [-0.181, -0.059, 6.233], [-0.650, 1.077, 5.553], [-0.622, 1.088, 4.166], [-0.110, 0.079, 3.441], [1.384, -1.575, 2.335], [1.667, -2.599, 3.722], [0.730, -2.025, 5.916], [-0.250, -0.131, 7.320], [-1.062, 1.933, 6.070], [-1.021, 1.912, 3.575]],
  "mulliken_charge": [-0.732, 0.071, 0.288, 0.265, 0.779, -1.183, 0.431, -0.455, 0.367, -0.619, 0.377, -0.572, 0.323, 0.279, -1.865, 1.600, 0.516, 0.444, 0.337, -0.470, -1.577, 0.307, 0.378, 0.365, 0.344, 0.088, -0.510, -0.505, 0.358, 0.371, -1.003, -0.889, 0.381, 0.342, -0.492, -0.149, 0.210, 0.534, 0.330, 0.269, 0.333, 0.327, -1.001, -0.940, 0.282, 0.273, 0.550, -0.438, 0.303, -0.022, 0.357, 0.324, -0.187, 0.627, -0.930, -0.213, -0.951, -0.029, 0.185, 0.078, 0.213, 0.360, 0.392, 0.395, 0.378]
}

No. 3
{
  "formula": "C22H33Cl3O2Re",
  "method": "ωB97M-V/def2-TZVPD",
  "spin_multiplicity": 4,
  "lumo_energy_ev": [4.89, 4.17],
  "orbital_gap_ev": [4.86, 4.42],
  "relative_energy_ev": 3.508,
  "charge": -2,
  "s2": 3.896,
  "symbols": ["C", "C", "C", "C", "C", "C", "C", "C", "C", "C", "Re", "Cl", "Cl", "Cl", "H", "H", "H", "H", "H", "H", "H", "H", "H", "H", "H", "H", "H", "H", "H", "O", "H", "C", "C", "C", "C", "C", "C", "C", "C", "C", "C", "C", "C", "O", "H", "H", "H", "H", "H", "H", "H", "H", "H", "H", "H", "H", "H", "H", "H", "H", "H"],
  "coordinates": [[2.117, -2.483, 1.810], [3.219, -2.122, 0.915], [2.958, -2.730, -0.357], [4.484, -1.437, 1.300], [1.712, -3.494, -0.222], [1.218, -3.282, 1.075], [0.041, -3.996, 1.657], [2.017, -2.132, 3.241], [3.913, -2.811, -1.497], [1.144, -4.384, -1.254], [2.215, -0.746, -0.347], [3.405, 0.747, -1.307], [1.285, 0.702, 1.190], [0.549, -0.945, -1.867], [4.436, -1.064, 2.338], [4.653, -0.580, 0.625], [5.350, -2.112, 1.200], [4.312, -1.809, -1.719], [3.415, -3.201, -2.398], [4.764, -3.463, -1.252], [1.315, -4.002, -2.264], [0.062, -4.506, -1.112], [1.593, -5.389, -1.196], [-0.775, -4.143, 0.930], [-0.407, -3.449, 2.502], [0.365, -4.985, 2.020], [2.427, -1.137, 3.445], [2.561, -2.856, 3.870], [0.967, -2.145, 3.574], [-2.555, -1.558, 0.935], [-1.867, -1.326, 0.251], [-2.315, 1.396, 2.381], [-3.383, 1.277, 1.290], [-4.766, 1.423, 1.908], [-3.137, 2.253, 0.166], [-3.900, 3.371, -0.106], [-3.486, 4.296, -1.080], [-2.241, 4.163, -1.711], [-1.464, 3.044, -1.504], [-0.098, 2.825, -2.141], [-0.231, 2.204, -3.531], [0.793, 4.068, -2.175], [-2.058, 1.924, -0.768], [-1.727, 0.737, -0.970], [-2.268, 2.425, 2.765], [-1.334, 1.116, 1.992], [-2.569, 0.720, 3.204], [-3.280, 0.243, 0.874], [-4.875, 2.409, 2.369], [-5.536, 1.289, 1.144], [-4.884, 0.655, 2.674], [-4.823, 3.550, 0.454], [-4.117, 5.157, -1.302], [-1.874, 4.952, -2.376], [0.394, 2.079, -1.493], [-0.689, 2.921, -4.226], [0.755, 1.919, -3.913], [-0.862, 1.313, -3.469], [0.877, 4.507, -1.174], [1.797, 3.774, -2.503], [0.409, 4.829, -2.867]],
  "mulliken_charge": [0.639, 0.057, 0.825, -1.041, 0.532, 0.934, -1.835, -1.808, -1.265, -1.779, 0.347, -0.451, -0.563, -0.446, 0.361, 0.206, 0.259, 0.257, 0.345, 0.289, 0.373, 0.374, 0.276, 0.359, 0.399, 0.280, 0.381, 0.245, 0.372, -0.548, 0.385, -1.018, 1.934, -2.139, -0.262, -0.155, -1.097, -0.183, -0.261, 1.991, -1.447, -1.659, 0.118, -0.578, 0.317, -0.011, 0.387, -0.119, 0.346, 0.421, 0.477, 0.264, 0.279, 0.215, -0.661, 0.368, 0.334, 0.308, 0.384, 0.383, 0.305]
}

No. 4
{
  "formula": "C22H33CuNO2SSi",
  "method": "ωB97M-V/def2-TZVPD",
  "spin_multiplicity": 2,
  "lumo_energy_ev": [0.29, 0.26],
  "orbital_gap_ev": [7.57, 8.57],
  "relative_energy_ev": 0.000,
  "charge": 0,
  "s2": 0.755,
  "symbols": ["Cu", "C", "C", "C", "C", "N", "C", "C", "C", "C", "C", "C", "C", "H", "H", "H", "H", "H", "H", "H", "H", "C", "Si", "C", "C", "C", "C", "H", "H", "H", "H", "H", "H", "H", "H", "H", "O", "H", "H", "C", "C", "C", "S", "O", "C", "C", "C", "H", "H", "H", "H", "H", "H", "H", "H", "H", "H", "H", "H", "H", "H"],
  "coordinates": [[0.194, 0.290, -0.205], [4.483, -0.362, 0.033], [4.954, 0.941, -0.077], [4.053, 1.986, -0.147], [2.686, 1.719, -0.100], [2.245, 0.449, 0.008], [3.117, -0.558, 0.066], [1.624, 2.741, -0.196], [1.895, 4.109, -0.147], [0.856, 5.014, -0.274], [-0.444, 4.552, -0.444], [-0.707, 3.189, -0.471], [0.318, 2.259, -0.348], [5.155, -1.206, 0.083], [6.017, 1.138, -0.117], [4.400, 3.002, -0.254], [2.679, -1.544, 0.129], [2.902, 4.477, -0.001], [1.056, 6.077, -0.236], [-1.255, 5.262, -0.546], [-1.727, 2.840, -0.579], [-5.634, 0.894, -0.942], [-4.749, -0.232, 0.267], [-5.269, 0.194, 2.017], [-5.222, -2.015, -0.095], [-2.942, -0.035, 0.094], [-1.733, 0.091, -0.020], [-6.715, 0.772, -0.863], [-5.342, 0.674, -1.969], [-5.396, 1.939, -0.746], [-6.348, 0.083, 2.137], [-5.006, 1.222, 2.262], [-4.781, -0.457, 2.742], [-6.300, -2.151, -0.004], [-4.738, -2.700, 0.602], [-4.933, -2.301, -1.107], [-0.007, -0.358, 2.681], [-0.838, -0.111, 2.246], [0.554, 0.421, 2.584], [0.692, -5.573, 3.080], [-0.160, -4.464, 2.478], [0.429, -3.959, 1.169], [-0.549, -2.578, 0.533], [0.422, -1.825, -0.363], [-1.664, -3.472, -0.572], [-1.055, -3.951, -1.886], [-1.054, -2.873, -2.963], [0.256, -5.939, 4.009], [1.697, -5.212, 3.302], [0.783, -6.418, 2.396], [-0.242, -3.626, 3.171], [-1.176, -4.832, 2.307], [0.502, -4.749, 0.419], [1.422, -3.538, 1.323], [-2.491, -2.783, -0.749], [-2.043, -4.293, 0.042], [-1.640, -4.808, -2.231], [-0.040, -4.319, -1.721], [-2.071, -2.537, -3.167], [-0.637, -3.261, -3.892], [-0.469, -2.011, -2.651]],
  "mulliken_charge": [-0.887, -0.860, -0.383, -0.929, 1.743, 0.320, -0.093, 0.546, -0.773, -0.657, -0.646, -0.255, -0.216, 0.436, 0.416, 0.333, 0.273, 0.285, 0.378, 0.398, 0.429, -0.983, -0.154, -1.005, -0.918, 2.218, -1.564, 0.322, 0.295, 0.318, 0.305, 0.322, 0.302, 0.358, 0.251, 0.301, -0.614, 0.312, 0.265, -1.351, -0.183, -0.963, 0.789, -0.800, -0.192, -0.480, -1.076, 0.387, 0.320, 0.337, 0.310, 0.284, 0.442, 0.359, -0.302, 0.526, 0.440, 0.177, 0.305, 0.397, 0.089]
}

One value per record, in order, for maximum force: 0.032; 0.048; 0.075; 0.006 hartree/bohr.